--- P ---
Entry from the OMol25 dataset: a structure of composition C6H9NO (ωB97M-V/def2-TZVPD).

XYZ file:
```
17
C6H9NO, DFT ωB97M-V/def2-TZVPD
N 1.8692 -0.8677 -0.1457
H 0.9432 2.0323 -0.4879
H 2.4717 -0.1042 0.1920
H 0.9561 0.8900 1.8492
O -1.0823 -1.4093 0.4213
C -1.5355 -0.2054 -0.1941
C 0.6676 -0.2517 -0.2343
C 0.1617 0.2402 1.1693
C -0.4920 -1.0226 -0.8422
H -0.2672 -0.5324 1.7361
H -0.8492 -1.7881 -1.8114
H -2.8348 -0.0991 -0.2485
C 0.3705 1.0909 -0.8279
H 2.0554 -1.6220 0.6325
H -1.5150 1.7258 0.4721
C -0.8859 0.9342 0.2190
H -0.0335 0.9892 -1.8994
```

Results
2S+1 = 1
HOMO energy = -8.76 eV

---

--- Q ---
Entry from the OMol25 dataset: the molecule C6H9NO (ωB97M-V/def2-TZVPD).

XYZ file:
```
17
C6H9NO, DFT ωB97M-V/def2-TZVPD
C -0.4627 -1.4287 1.0670
C 0.0156 0.7036 0.5478
N 1.1888 -1.4429 -0.1908
O 0.2863 1.9865 -0.0811
C 0.7627 -0.6069 1.0717
H 1.4063 -0.4184 1.9820
H -0.1917 -2.3363 1.3949
H 1.5432 -0.7932 -1.0947
H -0.8066 0.7773 1.3204
H -1.4204 -1.2301 1.5665
C -0.4397 -1.4055 -0.3960
H 0.4223 0.2540 -1.7789
H -0.6582 2.4957 -1.7994
H -0.8669 -2.2190 -1.0843
C -0.4113 0.2109 -0.9257
H -1.9566 2.0764 -0.7547
C -0.8118 1.7936 -0.9928
```

Results
2S+1 = 1
HOMO energy = -9.21 eV
structure (SMILES) = C1O[C@H]2[C@H]1[C@@H]1C[C@H]2N1

---

--- R ---
Entry from the OMol25 dataset: a cluster of 2 separate species, C6H9NO in total (ωB97M-V/def2-TZVPD).

XYZ file:
```
17
C6H9NO, DFT ωB97M-V/def2-TZVPD
C -1.0389 1.3623 -0.1213
C 1.0677 0.0834 -0.9486
O 0.9089 0.1731 -2.1523
H 0.4204 -2.3476 1.2555
C -1.8104 0.4054 0.3465
H 3.0668 -0.1023 -0.2597
H -1.1371 1.6959 -1.1434
C 2.2658 0.6339 -0.2235
N 0.8785 -1.5221 0.8726
H -0.4937 2.0003 0.5590
H 2.6058 1.5456 -0.7085
C 0.4626 -1.1594 -0.2586
H -3.6876 -0.0307 1.1023
H -0.2710 -1.6777 -0.8861
H 2.0173 0.7925 0.8222
C -2.7120 -0.3965 0.8166
H -2.5433 -1.4562 0.9274
```

Results
2S+1 = 1
HOMO energy = -9.49 eV
structure (SMILES) = [H]/N=C/C(C)=O.C=C=C

---

Going by the computed energies, the most stable comes first: R, P, Q.

---

--- P ---
Entry from the OMol25 dataset: the molecule C6H9NO (ωB97M-V/def2-TZVPD).

XYZ file:
```
17
C6H9NO, DFT ωB97M-V/def2-TZVPD
H 0.2812 3.7289 1.0470
H -0.0624 -0.8380 2.4975
H 0.9934 0.6257 -1.9507
C 0.2245 2.6750 0.9141
C 1.4937 -0.0349 -1.2190
H 2.0800 -0.7524 -1.7810
H -2.0589 -1.8626 -1.0776
H 0.8330 -1.8306 -0.0663
C -0.9006 -0.4324 -0.6122
C 0.5394 -0.7987 -0.3768
C -0.2521 0.1082 0.6384
H -1.4995 -1.1087 1.7427
C -0.0160 1.5242 0.6856
N -0.7330 -0.4626 1.8740
H 2.2042 0.5623 -0.6876
H -1.2884 0.2634 -1.3477
O -1.8385 -1.3667 -0.2802
```

Results
2S+1 = 1
HOMO energy = -8.64 eV
structure (SMILES) = C#C[C@]1(N)[C@H](C)[C@H]1O

---

--- Q ---
Entry from the OMol25 dataset: a structure of composition C6H9NO (ωB97M-V/def2-TZVPD).

XYZ file:
```
17
C6H9NO, DFT ωB97M-V/def2-TZVPD
C -0.9160 -0.9828 -0.1123
C 1.9324 0.6830 0.2433
N 1.9317 -0.6159 -0.3509
H 2.5783 1.4041 -0.2134
C -1.5532 -0.0334 1.0109
H -2.6292 -0.2571 1.0891
H 1.9797 0.7301 1.3528
H -0.9652 0.0593 1.9789
C 0.4512 0.7338 -0.0908
C 0.5081 -0.7797 0.1515
C -1.0788 1.0048 -0.0043
O -1.4221 0.0293 -1.0243
H 0.6216 -0.9955 1.2094
H 0.5145 0.6590 -1.1640
H -1.4583 1.9614 -0.4404
H -1.3803 -1.9375 -0.4018
H 2.5311 -1.3012 0.0501
```

Results
2S+1 = 1
HOMO energy = -9.30 eV

---

--- R ---
Entry from the OMol25 dataset: the molecule C6H9NO (ωB97M-V/def2-TZVPD).

XYZ file:
```
17
C6H9NO, DFT ωB97M-V/def2-TZVPD
C -1.5927 0.1084 -0.2906
H 1.8319 0.8092 1.5340
C 2.0630 0.7320 0.4124
O -2.5770 0.2929 -0.9772
C -1.6931 -0.5943 1.0286
H 3.0056 0.2768 0.1937
H -1.1143 -0.0089 1.8197
N -0.0774 1.7787 -1.2666
H -2.6760 -0.6296 1.2681
C 0.9266 -1.4094 -0.5889
H 2.0285 1.6021 -0.2583
H -1.0726 2.0286 -1.6222
C 0.9437 -0.1048 -0.2164
H -1.4270 -1.6641 0.8900
C -0.2002 0.7122 -0.5922
H 0.0032 -1.7326 -0.9585
H 1.6277 -2.1971 -0.3756
```

Results
2S+1 = 1
HOMO energy = -9.69 eV
structure (SMILES) = [H]/N=C(/C(=C)C)C(C)=O

---

Going by the computed energies, the most stable comes first: R, P, Q.

---

--- P ---
Entry from the OMol25 dataset: a cluster of 2 separate species, C6H9NO in total (ωB97M-V/def2-TZVPD).

XYZ file:
```
17
C6H9NO, DFT ωB97M-V/def2-TZVPD
C -0.5565 -2.0960 0.6728
C -0.8776 -1.0381 -0.1182
H 0.6478 1.3530 1.2275
N -0.4780 0.2009 0.1080
C 0.4700 2.1298 -2.2801
H -1.4502 -1.2934 -1.0347
O -0.5318 2.4688 -1.1942
C 0.3308 0.2957 1.2009
H 0.3534 0.8771 -2.6074
H 0.1421 2.7019 -3.1696
C 0.3662 -0.7504 2.1022
H 1.3497 -0.5657 2.6880
H -0.8989 1.3571 -0.8908
H 0.3036 -2.8209 2.6852
H -0.5879 -3.1352 0.4464
C -0.0350 -1.9788 1.9541
H 1.4524 2.2943 -1.7900
```

Results
2S+1 = 1
HOMO energy = -8.88 eV
structure (SMILES) = c1ccncc1.CO

---

--- Q ---
Entry from the OMol25 dataset: the molecule C6H9NO (ωB97M-V/def2-TZVPD).

XYZ file:
```
17
C6H9NO, DFT ωB97M-V/def2-TZVPD
N -1.2425 -1.2612 -0.0542
H 2.2491 -1.9243 -0.5934
C 0.8668 1.1627 -0.0813
C -1.6363 0.0586 -0.5663
C 1.6937 -1.0702 -0.0095
H -1.1563 2.1768 -0.0488
C 0.1394 -0.8322 0.0695
O 1.8546 0.2215 -0.7468
H 0.0543 -0.4711 -0.9918
H 0.1026 0.2620 2.0258
H 1.5565 1.9603 0.0878
C -0.6676 1.2003 -0.1722
H -2.5929 0.1840 -0.1419
H -1.9845 -0.0644 -1.5990
C 0.1238 0.4830 0.9716
H -1.6149 -1.2922 0.8362
H 2.2543 -0.7936 1.0142
```

Results
2S+1 = 1
HOMO energy = -9.39 eV
structure (SMILES) = C1N[C@@H]2CO[C@H]3[C@@H]1[C@H]32

---

Going by the computed energies, the most stable comes first: P, Q.

---

--- P ---
Entry from the OMol25 dataset: the molecule C6H9NO (ωB97M-V/def2-TZVPD).

XYZ file:
```
17
C6H9NO, DFT ωB97M-V/def2-TZVPD
H -2.7508 0.3625 0.2011
H -0.2225 0.5214 1.9889
H 1.6338 -2.0945 -0.5630
C 1.4787 -1.0912 0.1175
C -0.0152 -0.8246 0.1157
H 2.1528 0.1678 -1.5159
H -0.0574 -0.5900 -0.9101
N 0.8030 1.2680 0.0529
O -1.4003 -1.2096 0.1307
C -0.7932 1.2690 -0.1343
C 1.8703 0.2765 -0.5198
H 1.9281 -1.5214 1.0438
H -1.0102 2.2138 0.3559
C -0.0593 0.4737 0.8833
H -2.3628 -0.0506 -1.5365
H 2.8118 0.7326 -0.1511
C -1.9050 0.0731 -0.5172
```

Results
2S+1 = 1
HOMO energy = -9.02 eV
structure (SMILES) = C1CN2[C@@H]3[C@@H]1OC[C@@H]32

---

--- Q ---
Entry from the OMol25 dataset: the molecule C6H9NO (ωB97M-V/def2-TZVPD).

XYZ file:
```
17
C6H9NO, DFT ωB97M-V/def2-TZVPD
H -2.0171 -0.7454 1.0443
O 2.5203 -0.3241 -0.9979
C 0.2347 -0.7875 -0.1853
H -2.6257 -1.3416 -0.5414
C 1.6969 -0.1480 -0.1952
C -0.9268 0.0255 -0.5029
H 0.8705 -2.5745 0.3957
N -0.0604 -1.9749 0.2410
C -0.8184 1.2026 -1.1978
H 0.1880 1.6196 -1.5264
H -1.5411 1.9486 -1.3653
C -2.1731 -0.4851 0.0104
H 2.8738 1.2209 1.0033
H 1.0730 1.3364 0.9171
H -2.8332 0.3535 0.0641
C 1.9142 0.6597 1.0209
H 1.6245 0.0142 1.8155
```

Results
2S+1 = 1
HOMO energy = -9.42 eV
structure (SMILES) = [H]/N=C(/C(=C)C)C(C)=O

---

Going by the computed energies, the most stable comes first: Q, P.

---

--- P ---
Entry from the OMol25 dataset: a cluster of 4 separate species, C4H13NO2S in total (ωB97M-V/def2-TZVPD).

XYZ file:
```
21
C4H13NO2S, DFT ωB97M-V/def2-TZVPD
O 0.9142 1.3212 -1.4095
C -0.7228 -1.3983 -0.8347
H 1.3935 -1.1181 -1.3393
H 0.4086 3.1757 0.5574
O 0.1546 2.2330 0.6881
N -1.0711 -0.0285 -0.8882
C 0.8328 -1.6229 -0.5073
H -1.4309 1.5876 4.5219
H -0.9519 -1.9045 -1.8461
C 1.1250 -0.9464 0.7618
S -0.0315 -1.2438 2.0998
H 0.5420 1.7900 -0.2095
C -0.2683 0.7997 -1.8719
H 0.9979 -2.7402 -0.5419
H 2.1966 -1.0515 1.0321
H -1.5290 0.7953 4.1684
H -0.2045 0.1960 -2.7347
H 1.0585 0.1077 0.4448
H -1.1346 0.4144 0.0184
H -1.3426 -1.9413 -0.0715
H -0.9365 1.5751 -2.0381
```

Results
2S+1 = 1
HOMO energy = -9.01 eV

---

--- Q ---
Entry from the OMol25 dataset: a cluster of 2 separate species, C4H13NO2S in total (ωB97M-V/def2-TZVPD).

XYZ file:
```
21
C4H13NO2S, DFT ωB97M-V/def2-TZVPD
H 0.9635 3.1527 0.5803
O -0.4367 -2.0141 2.2518
C -1.0467 0.7124 0.6108
H -1.7699 -0.0154 0.2329
H 1.0781 0.6238 0.7733
H 0.3347 -1.7905 2.7862
H 0.1793 -2.3719 -1.9248
C -0.1575 -1.3815 -1.6296
C 0.7170 1.4278 -1.0762
H -0.1373 1.7324 -1.6847
C 0.3205 0.3987 0.0274
N 0.4837 -0.9933 -0.3719
H -1.4321 1.6804 0.2803
H -1.2217 -1.4637 -1.4053
H 1.4417 0.9609 -1.7451
H -0.1300 -1.9215 1.3292
H -1.3222 -0.2821 2.1872
O -1.0229 0.6202 2.0231
H 0.0027 -0.6683 -2.4397
S 1.6943 2.8436 -0.5014
H 1.4615 -1.2504 -0.3039
```

Results
2S+1 = 1
HOMO energy = -9.00 eV
structure (SMILES) = CN[C@H](CO)CS.O

---

Going by the computed energies, the most stable comes first: Q, P.